DFT (ωB97M-V/def2-TZVPD) results for a cluster of 13 separate species, C14H54N14O13 in total at a distorted geometry.

Last column: Mulliken charge in e.
Cartesian coordinates (Å):
H -0.784 -2.920 2.985  0.12
H -4.102 3.820 2.688  0.31
C -2.640 2.659 1.965  0.34
H 2.722 0.004 -6.192  0.28
H 1.958 -1.989 -4.968  0.20
H 1.074 -1.242 0.375  0.27
N 1.506 3.309 -0.471  -0.29
H 0.491 0.609 -2.960  -0.16
O -2.891 2.809 0.601  -0.64
H 0.784 0.865 1.795  -0.33
H -3.299 -2.731 3.340  0.29
O -1.634 -4.100 1.736  -0.72
N 1.890 -2.887 -4.501  -0.22
H 3.531 -3.954 -0.415  0.29
C 3.307 -3.622 0.620  -1.26
H -4.387 1.101 -0.265  0.62
N -1.547 -0.602 2.600  -0.31
H -2.473 -3.267 -0.562  0.18
H -4.361 -2.091 2.032  0.18
N -0.385 -0.612 0.230  1.97
C -0.171 0.656 -0.079  -0.48
N 1.205 4.929 0.975  -0.34
C -2.858 1.385 -3.814  -0.55
H 2.949 1.058 1.010  -0.27
H 0.219 5.010 0.568  0.25
H 1.698 -3.024 1.832  0.15
C 2.124 -3.062 -3.237  0.59
C -3.993 0.146 0.006  -1.03
O -0.372 1.329 -1.333  -0.81
O 2.257 -4.284 -2.680  -0.76
O -0.626 -2.605 -1.634  -0.52
H -0.570 -1.335 -0.477  0.21
H -3.542 0.652 -3.485  0.25
H -1.736 0.457 2.537  0.28
H 1.712 3.187 5.150  0.32
N -1.586 2.092 2.474  -0.39
H 2.213 0.679 -2.930  0.34
H 0.573 -2.430 4.049  0.33
N 0.394 1.302 0.916  2.15
O -2.574 2.258 -2.780  -0.55
H 0.777 2.304 0.616  -1.15
H -0.862 -0.752 1.191  -0.76
C 3.780 0.572 1.489  -0.14
O 0.780 3.640 3.369  -0.56
H 1.596 -1.110 -2.865  -0.02
H -3.515 -2.017 0.059  0.27
H 1.026 3.719 2.458  0.20
O -4.967 -0.808 0.032  -0.65
H 3.493 -0.397 1.818  0.16
C -2.652 -3.160 1.510  0.48
C 2.025 4.099 0.436  0.42
H 2.166 2.730 -0.994  0.11
H 4.112 2.317 2.174  0.31
N -2.967 -2.838 0.273  -0.18
N -3.473 -2.508 2.345  -0.49
N -0.227 -2.181 3.414  -0.05
H -1.725 -2.430 -3.378  0.54
O 0.258 0.225 -5.447  -0.70
H -5.510 -0.761 0.860  0.36
H -2.397 -1.166 2.501  0.23
H -0.841 1.824 1.700  0.18
O 3.411 3.913 0.846  -0.72
N 2.043 -2.003 -2.475  -0.10
H 3.333 -0.267 -4.635  0.22
O 0.514 -0.027 3.624  -0.75
N -3.352 3.180 2.906  -0.39
C -0.465 -0.944 3.253  0.33
H -1.936 -1.094 -2.387  -0.18
H -1.988 0.910 -4.169  0.09
H 1.822 -3.732 -5.114  0.26
C 1.941 -3.029 0.788  0.19
H -1.945 1.810 -2.243  0.33
C 1.390 0.209 -4.749  0.41
O 1.956 -1.747 0.214  -0.83
H -3.346 -0.033 -0.855  0.31
H -3.342 0.139 0.852  0.26
H 3.467 -4.541 1.239  0.40
H -1.202 2.372 3.398  0.29
H 1.520 5.688 1.599  0.26
N 2.590 -0.009 -5.167  -0.39
H 4.157 -2.970 1.033  0.21
H 2.157 -2.056 -1.377  0.30
H 1.061 -3.489 0.277  0.16
H 0.542 3.325 -0.801  0.25
H -3.308 1.937 -4.652  0.33
H -0.422 -1.371 -3.352  -0.27
H 0.223 -2.773 -2.000  -0.10
H -3.321 2.808 3.938  0.23
H 1.944 2.032 3.790  0.14
O 4.371 1.430 2.422  -0.61
C 1.832 3.079 4.070  -0.47
C -1.192 -1.800 -2.704  0.28
H 2.827 3.557 3.885  0.27
N 1.374 0.340 -3.436  -0.04
H 4.432 0.340 0.673  0.49

Calculated values
- HOMO (eV) = -8.72
- relative energy (zero: lowest compared OMol25 entry of this formula, charge and spin) (kcal/mol) = 82.0
- calculated total energy (eV) = -62868.5282

***

DFT (ωB97M-V/def2-TZVPD) results for a cluster of 3 separate species, C24H41N2O11P in total at a distorted geometry.

Last column: Mulliken charge in e.
Cartesian coordinates (Å):
C 2.632 -1.656 -0.084  0.68
C 1.688 -6.056 1.495  -0.84
C -2.139 8.497 0.968  0.69
O -3.653 2.730 -2.367  -0.36
H 2.963 3.074 -0.253  0.36
H -0.710 7.551 2.334  0.32
H 0.449 -4.310 0.883  0.21
H 3.259 -1.108 2.690  0.30
C -4.612 4.905 -2.895  -0.89
H 2.305 -5.665 2.320  0.27
H 0.946 -1.957 3.685  0.43
H -5.687 2.429 -4.069  0.33
H -2.360 7.772 2.960  0.23
H 3.370 -1.800 4.717  0.34
H -6.596 2.225 -2.554  0.25
C 2.667 -3.949 -1.269  0.78
P 1.986 -4.760 -2.754  0.80
H 3.937 0.680 -0.477  0.35
C 2.797 -2.718 4.494  -1.27
H 3.120 0.970 1.131  0.35
H -4.339 5.274 -1.905  0.22
O -1.997 7.580 -0.005  -0.38
C -5.796 1.821 -3.173  -0.98
C 1.827 -2.497 3.295  0.23
C -4.538 1.718 -2.344  0.78
H -6.068 0.822 -3.505  0.31
C 3.410 -3.671 1.039  -0.17
C 2.347 2.212 -0.535  -0.59
C 2.852 -4.546 -0.097  0.49
H -2.027 5.537 1.826  0.27
H -2.091 -4.538 3.374  0.26
H 1.617 -0.202 -1.270  0.58
H -2.187 -5.611 1.938  0.32
C 2.020 -0.275 -0.244  -0.94
H -0.305 -5.909 0.686  0.57
H -0.435 1.039 -0.329  0.32
C 3.034 -2.442 -1.337  -0.98
C -1.119 6.450 0.082  -0.51
H 1.449 -7.099 1.770  0.48
H 1.494 -3.444 2.850  -0.32
O -0.298 -5.143 2.607  -0.40
O -4.351 0.782 -1.613  -0.58
N 2.535 -3.998 -4.006  -0.84
H 2.271 2.089 -1.630  0.38
C 0.901 2.384 -0.056  0.52
C -1.649 -4.757 2.393  -0.74
H 3.535 -3.478 4.194  0.29
C 2.818 -2.252 1.086  0.43
H -3.896 3.419 -4.321  0.38
C -1.776 5.287 0.794  -0.39
H 3.391 -6.636 0.280  0.33
H -2.653 4.181 -3.357  0.34
H -1.116 4.419 0.801  0.05
H 2.249 -2.992 5.408  0.39
O 3.602 -1.937 -2.234  -0.46
H 3.043 -4.651 -4.598  0.19
C 2.500 -6.008 0.153  -0.90
H 2.250 -6.562 -3.819  0.35
H -1.252 9.148 2.781  0.30
H 1.137 -0.251 0.422  0.22
H -2.709 5.016 0.298  0.17
H -0.166 6.732 0.534  0.41
C 2.992 0.905 0.040  -0.59
O 0.352 -4.547 -2.752  -0.53
O 4.245 -4.050 1.787  -0.53
C -1.577 8.208 2.340  -0.87
H 1.812 -6.406 -0.609  0.35
H -0.101 -5.403 -2.671  0.31
C 0.351 -5.309 1.358  -0.45
O -0.130 1.826 -0.806  -0.45
H -0.899 6.164 -0.947  0.33
O -2.768 9.498 0.755  -0.57
N 2.466 -1.605 2.299  -0.09
O 0.601 2.983 0.918  -0.57
O 2.420 -6.345 -2.886  -0.58
H -5.643 4.556 -2.830  0.29
H -4.573 5.735 -3.602  0.36
C -3.672 3.796 -3.321  -0.45
H -1.754 -3.875 1.735  0.29

Calculated values
- HOMO (eV) = -8.70
- SMILES = CCNC1=C(CCCC(=O)O)C(=O)C(P(=N)(O)O)=C(CCCOC)C1=O.CCOC(C)=O.CCOC(C)=O
- calculated total energy (eV) = -60343.0073

***

DFT (ωB97M-V/def2-TZVPD) results for a structure of composition C4H4LiO5Zn at a distorted geometry.

Last column: Mulliken charge in e.
Cartesian coordinates (Å):
Zn 0.800 3.448 -0.083  0.60
O 1.558 1.915 -0.892  -0.57
C 0.609 -1.556 -0.266  -0.41
O 0.356 -1.351 1.126  -0.35
H -0.969 -0.510 -1.610  0.42
C -0.845 -0.809 1.393  0.68
O -1.588 -0.629 0.368  -0.68
H 0.545 -0.311 -1.987  0.40
Li -1.671 1.369 1.496  0.87
H 1.699 -1.555 -0.370  0.35
C -0.032 -0.404 -1.058  -0.53
O -0.229 1.972 0.343  -0.72
C 0.593 1.267 -0.384  1.41
H 0.200 -2.519 -0.592  0.29
O -1.026 -0.328 2.515  -0.78

Calculated values
- total charge = +1
- HOMO (eV) = -12.26
- relative energy (zero: lowest compared OMol25 entry of this formula, charge and spin) (kcal/mol) = 0.0
- calculated total energy (eV) = -63063.7639

***

DFT (ωB97M-V/def2-TZVPD) results for a structure of composition C23H55N3OP4SeY at a distorted geometry.

Last column: Mulliken charge in e.
Cartesian coordinates (Å):
C -0.702 -4.263 -7.591  -0.49
C -1.066 3.359 2.183  -1.29
Y -0.071 0.181 0.108  -1.34
H 2.933 -0.970 3.282  0.09
H -3.782 1.302 1.521  0.30
C 0.349 1.262 4.819  -0.68
H 0.793 1.122 -7.466  0.43
C -2.939 2.723 -1.330  -1.13
C -1.704 -2.996 4.539  -1.02
H -0.555 -2.484 -5.507  0.36
H -1.385 -2.415 -8.438  0.39
H -2.795 -1.051 -1.859  0.34
H -0.046 1.727 5.731  0.48
C 0.397 4.373 0.042  -1.31
H -1.451 2.489 2.730  0.20
C -0.268 -0.778 -4.228  -0.13
H 1.509 -2.856 1.592  0.12
H 3.929 0.401 1.439  0.32
H -4.020 2.877 -1.466  0.53
C 3.882 -0.311 0.599  -1.31
H -4.911 1.575 0.157  0.52
N 1.164 -2.154 3.597  0.27
H 3.592 -1.298 0.993  0.38
H 2.480 -0.505 -2.932  0.22
P 0.255 2.841 1.029  1.32
C 0.525 1.257 -5.314  -0.40
H -2.476 -1.596 1.638  0.11
H -1.697 -4.668 -7.385  0.29
H 3.258 2.618 -0.611  0.17
H 0.452 -2.779 -8.572  0.29
C -0.018 -0.755 6.191  -1.21
H -2.817 0.332 -2.966  0.25
H 0.231 -3.706 2.526  0.33
H -2.417 2.818 -2.292  0.30
H 1.309 4.331 -0.565  0.36
C -2.661 -1.621 2.729  -0.75
H 4.870 -0.379 0.116  0.58
H -0.563 -1.308 -3.334  0.21
H 3.125 -2.524 4.143  0.43
H -0.465 4.482 -0.625  0.35
C 1.213 -3.221 2.590  -0.92
H 2.262 -1.842 -1.791  0.33
C 2.481 -1.653 4.019  -0.73
C 0.496 0.618 -6.544  -1.22
H 1.573 3.915 2.742  0.52
C 0.078 -0.713 -6.607  0.13
H -0.788 -3.544 4.792  0.36
H -2.551 3.494 -0.650  0.20
H -0.964 -0.508 6.695  0.30
H 3.915 -1.207 -2.087  0.51
N -1.469 -2.024 3.482  0.32
H 1.443 1.402 4.815  0.32
H 1.956 -3.951 2.933  0.45
H -2.105 -2.513 5.441  0.31
P -2.666 1.051 -0.627  1.04
H 0.029 -1.174 -7.574  0.28
H -0.090 1.760 3.943  -0.21
C -3.201 -0.040 -2.008  -1.09
P 2.634 0.252 -0.610  0.92
C 2.854 -0.939 -1.995  -0.98
H 1.926 2.158 2.672  -0.06
H -0.651 4.087 2.891  0.53
C 1.740 3.060 2.073  -1.01
H 0.095 -1.851 6.175  0.44
H -0.185 -0.920 -1.484  0.29
H 2.376 -1.135 4.987  0.24
O -0.100 -0.296 2.212  0.81
C -4.087 0.944 0.526  -1.34
H -3.033 -0.636 3.051  0.26
H -3.445 -2.362 2.930  0.43
Se 0.123 1.531 -2.522  0.52
H -4.422 -0.097 0.611  0.39
H -1.896 3.810 1.630  0.43
H 0.448 5.227 0.734  0.46
H -4.297 -0.091 -2.028  0.50
H 2.617 3.245 1.444  0.45
N 0.012 -0.156 4.850  0.37
C 3.419 1.764 -1.287  -1.01
H -2.455 -3.712 4.184  0.43
P -0.115 -1.096 3.514  -1.26
H 2.965 2.011 -2.259  0.30
C -0.542 -3.080 -8.199  -0.64
C -0.270 -1.425 -5.455  -0.60
H 0.801 -0.340 6.791  0.51
H 0.164 -4.916 -7.442  0.27
C 0.124 0.575 -4.138  0.64
H 4.499 1.588 -1.404  0.49
H 0.847 2.294 -5.242  0.47

Calculated values
- total charge = +3
- HOMO (spin up / spin down) (eV) = -15.96 / -15.96
- relative energy (zero: lowest compared OMol25 entry of this formula, charge and spin) (kcal/mol) = 47.3
- calculated total energy (eV) = -134781.8862

***

DFT (ωB97M-V/def2-TZVPD) results for a cluster of 3 separate species, C2H10O2S2 in total at a distorted geometry.

Last column: Mulliken charge in e.
Cartesian coordinates (Å):
H 0.383 -2.016 1.112  0.35
O 0.855 -1.284 1.508  -0.63
H 0.116 1.894 1.172  0.26
S -0.292 0.521 -1.657  -0.16
H 0.092 -0.722 1.684  0.26
C -0.933 2.033 0.943  -0.80
H 1.577 -0.398 -0.462  0.26
H -1.568 2.101 1.821  0.33
S -1.449 0.475 0.082  -0.09
H 1.507 1.308 -0.310  0.20
H -1.082 2.867 0.263  0.31
O -0.640 -2.804 -0.843  -0.61
H -1.598 -2.986 -0.908  0.32
H -0.437 -2.080 -1.442  0.29
C 1.418 0.514 -1.043  -0.66
H 2.052 0.577 -1.920  0.37

Calculated values
- HOMO (eV) = -8.79
- SMILES = CSSC.O.O
- relative energy (zero: lowest compared OMol25 entry of this formula, charge and spin) (kcal/mol) = 8.5
- calculated total energy (eV) = -28001.7488

***

DFT (ωB97M-V/def2-TZVPD) results for a structure of composition C6H8NO5 at a distorted geometry.

Last column: Mulliken charge in e.
Cartesian coordinates (Å):
C 1.101 1.913 0.473  -1.51
C -0.654 0.222 -0.207  -0.29
H 0.276 2.460 0.651  0.62
H -2.459 -2.725 -0.040  0.38
H 1.614 2.488 -0.291  0.31
O -1.538 2.330 0.028  -0.75
H -0.117 -1.882 -0.719  0.24
C -1.085 -1.262 -0.593  -0.59
O -2.721 0.723 -0.850  -0.70
C 0.657 0.550 0.142  1.11
H 1.816 1.935 1.346  0.32
N -1.638 1.134 -0.359  0.89
H -2.608 -1.326 0.788  0.42
C 3.307 -0.240 -0.183  0.68
H -1.295 -2.411 1.149  0.34
C -1.939 -1.992 0.433  -1.31
O 1.538 -0.415 0.235  -0.63
H -1.596 -1.021 -1.426  0.52
O 3.900 0.171 0.721  -0.49
O 3.442 -0.651 -1.297  -0.55

Calculated values
- total charge = -1
- HOMO (eV) = -4.95
- relative energy (zero: lowest compared OMol25 entry of this formula, charge and spin) (kcal/mol) = 48.9
- calculated total energy (eV) = -18077.6218

***

DFT (ωB97M-V/def2-TZVPD) results for a structure of composition C19H23NO4 at a distorted geometry.

Last column: Mulliken charge in e.
Cartesian coordinates (Å):
H 7.968 0.065 0.754  0.26
H -7.254 -2.262 1.475  0.32
H 3.145 1.286 1.012  0.32
C -4.947 -0.148 0.225  0.71
C -1.579 0.934 -0.763  -1.03
H 4.487 2.901 0.278  0.34
C 7.882 -0.182 -0.359  -0.64
C 4.669 -2.020 -0.244  -0.64
C -3.662 -0.191 -0.070  0.54
H 2.757 -2.643 -0.206  0.45
C -6.834 -1.334 0.836  -0.47
H -1.016 1.812 -0.986  0.40
C 1.362 -0.812 0.631  -1.23
C 3.635 0.422 0.554  -1.02
H -7.253 -2.456 -0.978  0.25
O -5.427 -1.168 0.676  -0.45
H 8.771 -0.930 -0.613  0.24
H -7.374 -0.663 -1.143  0.30
O -2.977 -1.439 0.238  -0.63
H 4.905 2.592 1.823  0.38
H -3.135 3.105 -0.886  -0.01
H 0.731 -1.064 -1.350  0.25
H -8.879 -1.515 -0.408  0.29
C 5.396 2.556 0.849  -1.09
H 7.700 0.558 -1.072  0.29
C 2.763 -0.838 0.416  0.47
C 3.450 -1.872 -0.170  -0.65
O 5.844 1.489 0.157  -0.36
H 1.128 0.137 1.597  0.17
H 5.108 -3.057 -0.696  0.18
H -7.418 -0.599 1.423  0.33
H -5.369 3.056 -0.418  0.55
C -7.655 -1.467 -0.416  -0.85
C -5.614 0.915 -0.124  0.09
H 0.981 0.685 -1.221  0.59
C -2.919 0.930 -0.543  0.72
H -6.838 1.266 0.437  0.07
N -0.784 -0.412 -0.610  -0.47
H -2.112 -1.081 0.054  0.78
C -4.981 2.116 -0.361  -1.25
C 4.887 0.336 0.399  1.09
C -3.665 1.990 -0.470  -0.23
H 6.168 3.033 0.912  0.45
C 0.624 -0.174 -0.685  -0.83
O 6.888 -1.288 -0.430  -0.34
C 5.505 -0.984 -0.287  0.37
H 0.938 -1.587 0.763  0.96

Calculated values
- HOMO (eV) = -7.67
- relative energy (zero: lowest compared OMol25 entry of this formula, charge and spin) (kcal/mol) = 414.9
- calculated total energy (eV) = -29739.5477

***

DFT (ωB97M-V/def2-TZVPD) results for a structure of composition C4H12NOSi at a distorted geometry.

Last column: Mulliken charge in e.
Cartesian coordinates (Å):
O 0.285 -2.512 0.791  -0.51
Si -0.634 0.157 0.465  0.44
C -1.596 0.042 -1.213  -0.99
H -0.822 2.218 1.424  0.27
H -2.530 -0.502 -1.051  0.36
H 2.893 -0.903 -1.370  0.37
H -1.968 1.089 -1.573  0.29
C -0.742 -1.847 0.877  0.01
H 1.251 -0.916 -1.827  0.29
H 2.109 1.157 -0.808  0.43
H -1.000 -0.480 -1.978  0.29
C 1.651 0.311 -0.331  -1.00
H -2.308 1.219 1.976  0.34
H -1.713 -2.287 1.172  0.38
N 1.934 -0.925 -1.077  -0.13
C -1.179 1.265 1.920  -0.89
H 2.075 0.334 0.670  0.40
H 1.717 -1.737 -0.497  0.28
H -0.704 0.952 2.837  0.36

Calculated values
- total charge = +1
- HOMO (eV) = -12.98
- relative energy (zero: lowest compared OMol25 entry of this formula, charge and spin) (kcal/mol) = 46.0
- calculated total energy (eV) = -15749.4035

***

DFT (ωB97M-V/def2-TZVPD) results for a cluster of 2 separate species, C2H8N3 in total at a distorted geometry.

Last column: Mulliken charge in e.
Cartesian coordinates (Å):
H 0.267 1.346 1.943  0.22
N 0.000 -0.928 -1.118  -0.23
N -1.513 0.751 -0.687  -0.31
N 0.624 0.645 1.302  -0.44
C 1.715 0.087 1.601  -0.29
H 0.753 -0.346 -0.780  0.24
C -1.219 -0.492 -1.094  0.15
H -1.990 -1.052 -1.619  0.34
H 2.531 0.494 2.202  0.28
H 1.932 -0.939 1.263  0.24
H -2.508 0.874 -0.642  0.27
H 0.214 -1.860 -1.438  0.26
H -0.805 1.419 -0.934  0.28

Calculated values
- total charge = +1
- HOMO (eV) = -13.75
- relative energy (zero: lowest compared OMol25 entry of this formula, charge and spin) (kcal/mol) = 49.1
- calculated total energy (eV) = -6666.4990